# 1
Computed, not measured: a single C6H12O molecule, with ωB97M-V with the def2-TZVPD basis set.

Structure (SMILES): CCC[C@H]1C[C@H]1O
ΔE to the lowest compared entry with this formula, charge and spin (kcal per mole): 30.7
F_max (hartree/bohr): 0.00835
Energy (Eh): -311.01030
Frontier orbital gap (eV): 10.7
HOMO energy (eV): -9.72

```
19
Properties=species:S:1:pos:R:3:forces:R:3:mulliken_charge:R:1
H -1.627528 0.244584 1.658278 0.0489 0.0052 -0.0793 0.292
H 1.764665 -1.931724 0.143820 0.0251 0.1387 0.0957 0.267
C -0.306678 -0.153847 -0.020159 -0.0927 -0.0994 -0.1439 -0.566
H -2.918714 -0.905524 -0.167375 0.0366 0.1411 -0.0464 0.308
H -0.300932 0.118749 -1.081841 0.0041 0.0272 0.0375 0.228
H 3.026798 0.856369 -0.224910 0.0008 -0.0114 0.1014 0.330
H 1.533450 0.613179 -2.117745 0.1471 -0.1972 -0.0268 0.338
H -1.373195 1.636322 0.614946 0.0576 -0.1997 -0.0388 0.315
C 1.063055 0.126843 0.576094 -0.1757 0.0222 -0.0670 -0.024
O 2.012359 -0.140145 -1.744566 -0.2116 0.1378 0.0166 -0.542
C 2.230363 0.138074 -0.390547 0.2081 0.2107 0.3107 -0.086
H -0.497105 -1.235215 -0.032262 0.0056 0.1315 0.1114 0.231
C -1.508702 0.545025 0.610878 -0.0067 0.0121 0.0612 -0.321
H -2.644466 0.485610 -1.230842 -0.0896 -0.0626 0.1722 0.322
H -3.669595 0.642106 0.210799 0.1234 0.0378 -0.0150 0.366
C -2.761181 0.179381 -0.183405 -0.1013 -0.0205 0.0059 -1.249
C 2.085450 -0.986132 0.575003 0.1292 -0.1143 0.0007 -0.917
H 1.094188 0.833759 1.411598 0.0269 -0.2016 -0.3352 0.443
H 2.797764 -1.067408 1.392228 -0.1357 0.0422 -0.1608 0.264
```
Forces are in eV/Å.

# 2
Computed, not measured: a molecular structure, C43H37MnN3O6P, with ωB97M-V with the def2-TZVPD basis set.

Multiplicity: 2
F_max (hartree/bohr): 0.01877
Energy (Eh): -3768.93018
Expectation value of S²: 0.805
Frontier orbital gap (alpha / beta) (eV): 6.0 / 6.0
HOMO energy (alpha / beta) (eV): -3.57 / -3.55
Charge: -1

```
91
Properties=species:S:1:pos:R:3:forces:R:3:mulliken_charge:R:1
O 0.118592 1.701450 -1.848155 -0.1433 -0.0714 -0.1437 -0.395
H 4.646111 3.358837 0.192409 -0.0048 0.0562 -0.0540 0.435
H 3.848997 2.360045 2.170606 -0.0106 -0.0057 -0.0015 0.346
N -1.907496 -0.197746 0.060528 -0.0327 0.0714 0.0550 1.392
N -1.219427 2.381811 0.165663 0.3512 0.3922 0.0566 1.538
H 0.528229 -4.246856 2.167859 -0.0125 -0.0122 -0.0114 0.579
H -2.600491 -4.603055 -0.648931 0.0003 -0.0053 0.0051 0.325
C -4.975955 0.848857 -2.639486 0.0049 0.0010 0.0167 -0.552
O -1.643026 1.839732 3.582983 -0.0404 -0.0303 0.0166 -0.872
C -0.916026 -2.792618 4.019325 0.0377 0.0435 0.0330 -1.188
H -4.342996 0.454211 0.671970 0.0052 0.0021 0.0001 0.471
H -0.764072 -5.470106 0.545428 0.0005 -0.0092 -0.0032 0.297
H 3.048152 3.492013 3.262589 -0.0044 0.0008 0.0012 0.487
C -1.624723 2.977605 -0.946669 0.0047 -0.0445 -0.0042 0.596
H 4.737827 -4.323604 -0.523320 0.0079 -0.0010 0.0029 0.455
C 2.902141 2.867873 2.378920 -0.0259 -0.0022 0.0327 -1.541
C 5.356149 -2.264107 -0.594177 0.0012 0.0165 0.0073 -0.843
C -2.070823 -3.909878 0.001254 0.0541 -0.1761 -0.0552 -0.526
H 0.515919 -0.838492 -5.067084 0.0044 -0.0031 -0.0123 0.484
C 0.241455 -2.322818 4.483892 -0.0311 -0.0200 -0.0246 -0.934
C -2.525773 -2.551249 -0.099921 0.0054 0.2206 0.0337 -1.224
H -6.163613 1.120851 -0.869485 -0.0006 0.0056 -0.0007 0.372
H -3.196232 -2.343301 -0.924714 0.0123 -0.0278 -0.0114 0.498
C 1.338130 -1.841753 3.650031 0.0084 0.0003 -0.0100 -0.686
C -2.725648 3.811454 -0.948957 -0.0186 -0.0374 0.0096 -1.090
C -1.852564 2.529553 1.319039 0.0413 0.0412 -0.0289 0.532
O -4.508590 4.774719 0.254103 -0.0353 0.0059 0.0122 -0.596
P 0.857256 -1.323075 -0.259370 0.0124 0.4529 -0.0158 1.309
H 0.034974 -3.223703 -5.567793 0.0013 -0.0007 -0.0079 0.353
C -4.183548 0.461554 -0.400313 0.0519 -0.0170 0.0221 -0.305
C -2.717948 0.097043 -2.257699 0.0449 -0.0062 0.0050 0.091
C 3.082056 -2.973465 -0.396855 0.0668 0.0254 0.0139 -0.577
C -0.217118 -3.635515 1.658576 -0.0874 0.1162 -0.0034 0.714
C -1.911893 -1.465471 0.509965 0.0106 -0.4218 0.0995 -0.593
H 5.672976 -0.157122 -0.629590 -0.0049 -0.0150 -0.0046 0.511
C 3.256950 0.834501 -0.372426 -0.1976 0.0147 -0.2655 0.451
C 0.431302 -1.562587 -4.266508 -0.0059 0.0051 0.0099 -0.349
C 0.050832 -3.799793 -3.499228 -0.0144 -0.0197 0.0179 -0.860
H 0.814593 5.051665 0.662403 -0.0103 -0.0298 -0.0039 0.402
Mn 0.060331 0.895188 0.050890 -0.5207 -0.7625 -0.2819 0.587
O -0.130700 1.123982 2.075394 0.1928 0.1446 0.1204 -0.746
C -2.920310 0.098892 -0.879781 -0.0560 0.2170 -0.0694 -1.266
C -1.268454 -2.926546 2.577430 -0.0970 -0.0148 -0.0522 0.196
H 0.339299 3.668283 1.641987 -0.2427 -0.2072 0.0582 0.271
H 0.386392 -2.258725 5.556131 0.0041 -0.0042 0.0064 0.347
C 3.990634 2.943456 -0.575577 0.0458 0.0236 -0.0881 -0.723
C -2.972237 3.327912 1.410540 0.0106 0.0068 -0.0247 -0.583
C 2.440089 3.720300 1.200172 0.0838 -0.0591 -0.0086 0.381
C 0.160817 -2.893107 -4.544017 -0.0053 -0.0006 -0.0087 -0.770
C 0.575354 -1.137369 -2.952629 -0.0509 0.0242 -0.0256 -1.234
H -1.755026 -0.198482 -2.647809 0.0596 0.0365 -0.0006 0.275
C 1.114691 4.397708 1.485133 0.0090 0.1106 -0.0458 -1.650
C -0.999763 -4.417151 0.651771 -0.0681 0.0518 0.0069 -1.670
H -3.056594 4.285920 -1.861125 -0.0032 0.0017 -0.0078 0.563
H -3.538880 0.484301 -4.191902 -0.0069 0.0050 -0.0179 0.419
H -3.478366 3.428834 2.363108 -0.0081 0.0063 0.0054 0.462
H 6.410807 -2.490559 -0.684856 0.0007 -0.0005 -0.0010 0.382
C -0.765811 2.590793 -2.145310 0.0586 -0.0487 0.0884 -0.524
C 1.390113 -1.765855 2.317443 0.0601 -0.0611 0.0210 -1.240
O -0.946455 3.125162 -3.228713 -0.0107 0.0632 -0.0432 -0.848
H -1.673575 -3.091360 4.736221 -0.0070 -0.0017 -0.0046 0.364
H 1.870605 3.365346 -0.885808 -0.0346 0.0577 0.0864 0.585
H 0.753516 -0.086788 -2.755562 -0.0169 0.0265 0.0378 -0.080
C -3.407100 3.972092 0.252615 0.0053 0.0110 0.0016 0.762
C 2.648124 -1.648735 -0.363435 0.0169 -0.0870 0.0391 0.631
C -5.196722 0.833423 -1.266791 -0.0427 0.0057 -0.0053 -0.887
H -0.158464 -4.843096 -3.703315 0.0035 -0.0027 -0.0037 0.440
O 4.338747 1.571840 -0.730747 -0.0194 -0.0200 0.0127 -0.507
H 2.151329 2.111915 2.615116 -0.0171 -0.0353 -0.0347 0.091
C 0.205037 -3.381338 -2.186221 0.0801 0.0239 -0.0040 -0.451
C -3.733613 0.474207 -3.126786 0.0316 0.0193 0.0134 -0.776
C 0.445431 -2.040838 -1.897072 0.0811 -0.1211 0.0563 1.876
C -1.180828 1.763348 2.452816 0.0405 0.0920 -0.0428 -0.145
C 0.334391 -2.177076 1.310078 0.2997 -0.2495 0.0346 2.344
H 2.206333 -1.468016 4.182376 -0.0042 0.0042 0.0088 0.391
C 3.584194 -0.618569 -0.438823 -0.0350 0.0128 0.0738 0.876
H -5.763628 1.152219 -3.317873 -0.0018 0.0054 -0.0057 0.374
H 1.192825 5.001246 2.392356 0.0061 0.0172 -0.0201 0.520
N 2.189212 1.474199 -0.072869 0.2811 0.3885 0.4664 0.367
H 2.345164 -3.765799 -0.337055 -0.0066 -0.0031 -0.0010 0.335
C 4.422680 -3.287899 -0.504281 -0.0229 -0.0209 -0.0046 -0.839
C -1.051455 -1.647589 1.742556 -0.1100 0.1348 -0.0886 -0.737
H 2.302508 -1.333022 1.925709 -0.0080 -0.0011 -0.0095 0.019
H 3.168090 4.531117 1.056833 -0.0038 -0.0285 0.0344 0.550
H -2.261415 -3.356915 2.467461 0.0150 -0.0102 0.0253 0.611
H 0.120851 -4.095948 -1.383458 -0.0333 -0.0251 0.0053 0.527
C 4.941233 -0.946882 -0.564509 0.0364 -0.0539 0.0254 -0.851
H -1.024411 -0.721479 2.302013 0.0026 -0.0876 0.0199 0.471
H 4.165318 3.459449 -1.519051 -0.0261 -0.0239 -0.0266 0.271
H -4.910002 4.748249 1.129230 0.0201 0.0020 -0.0152 0.302
C 2.525060 2.932343 -0.126882 -0.0328 -0.0769 -0.0948 -0.570
```
Forces are in eV/Å.

# 3
Computed, not measured: a gas-phase ion, C5H5N2S (charge +1) in a non-equilibrium geometry, with ωB97M-V with the def2-TZVPD basis set.

ΔE to the lowest compared entry with this formula, charge and spin (kcal per mole): 58.9
F_max (hartree/bohr): 0.03251
Energy (Eh): -700.81571
Frontier orbital gap (alpha / beta) (eV): 7.0 / 7.0
HOMO energy (alpha / beta) (eV): -13.72 / -13.72
Charge: +1

```
13
Properties=species:S:1:pos:R:3:forces:R:3:mulliken_charge:R:1
S -1.055372 0.087337 2.120677 0.7833 0.1698 -0.9001 0.061
C -1.954406 -0.234973 0.650644 -0.0874 0.2917 0.7145 -0.458
C -1.496244 -0.740354 -0.530358 -0.7682 -0.0636 0.2135 0.112
H 2.616102 0.368222 -0.634949 -0.2355 -0.0447 0.0262 0.309
H 1.989373 1.788488 0.991387 -0.2050 0.2167 -0.0581 0.325
C 0.362713 0.703599 1.678494 -1.1926 -1.0783 -0.4571 -0.052
C 0.829335 -0.307699 -1.232302 -0.1250 -0.2862 -0.4274 0.114
N -0.379531 -0.692109 -1.237303 0.7332 0.2544 0.0052 -0.376
H -2.259368 -1.315348 -1.066005 -0.0492 0.0993 0.2975 0.332
N 1.685566 0.165833 -0.278820 0.6219 0.0480 0.5673 -0.207
H -2.998737 -0.373324 0.891743 -0.0813 -0.0062 0.0410 0.353
C 1.346053 0.925020 0.852581 0.3665 0.2638 -0.1127 0.146
H 1.314517 -0.374691 -2.205788 0.2396 0.1354 0.0903 0.343
```
Forces are in eV/Å.

# 4
Computed, not measured: a molecular structure, C34H36N4PSc, with ωB97M-V with the def2-TZVPD basis set.

ΔE to the lowest compared entry with this formula, charge and spin (kcal per mole): 0.0
F_max (hartree/bohr): 0.01831
Energy (Eh): -2637.91228
Frontier orbital gap (eV): 7.8
HOMO energy (eV): -13.45
Charge: +2

```
76
Properties=species:S:1:pos:R:3:forces:R:3:mulliken_charge:R:1
H 1.398096 -3.341508 -4.449110 -0.0013 0.0067 0.0101 0.448
C 3.130845 -0.082229 0.467890 -0.0118 -0.0922 -0.0038 0.004
C -0.530831 -3.429440 4.174081 0.0247 0.0237 -0.0233 -0.657
C 3.642563 -2.424320 0.498021 0.0586 0.0013 0.0016 -0.128
H 6.449861 -0.576003 0.845919 -0.0115 0.0225 -0.0009 0.428
H -1.791056 3.288164 -1.496138 0.0312 -0.0296 0.0269 0.292
C -0.823501 3.595941 -1.884288 0.0356 0.0317 -0.0318 -1.213
H 1.592548 5.168302 0.299690 -0.0101 -0.0255 -0.0258 0.458
H -0.861657 -0.523451 -3.002614 0.0429 0.0128 0.0219 0.231
C 5.400547 -0.807483 0.722635 0.0188 -0.0022 0.0060 -0.706
H -0.788742 4.686443 -1.919860 -0.0252 0.0032 0.0050 0.393
N 0.294654 3.095538 -1.025568 -0.1865 0.0425 0.0798 0.834
C 1.081384 -4.986315 -3.107654 0.0008 -0.0116 0.0281 -0.574
C 0.834324 4.657413 0.877196 0.0886 0.1421 0.0463 -0.653
C 0.644139 -2.694540 4.114331 -0.0281 -0.0264 0.0547 -0.808
H -2.414223 -1.574444 0.096774 -0.0116 -0.0083 -0.0008 0.353
C 4.985169 -2.132060 0.661409 -0.0574 -0.0513 -0.0065 -0.872
C -2.831435 1.747593 0.159661 -0.0587 -0.1287 -0.2637 0.145
H 1.735153 2.986291 -2.562033 -0.0337 0.0212 -0.0342 0.324
H -1.875626 2.910333 3.015129 0.0065 0.0110 -0.0142 0.635
H -4.587191 -0.060763 -2.132190 0.0135 0.0090 0.0061 0.390
C -1.713161 0.104732 -2.726747 -0.0497 0.0111 -0.0730 -0.957
C 0.562012 5.106292 2.162378 -0.0415 -0.0510 -0.0154 -0.819
H -3.223160 -1.755190 -1.470353 0.0031 -0.0019 -0.0087 0.402
C 4.474842 0.218062 0.628824 0.0808 0.0876 0.0163 -0.604
C -4.377174 0.673775 -1.363624 -0.0793 -0.0398 -0.0489 -0.460
C -3.107835 0.801685 -0.835633 0.1197 0.0813 0.1079 0.347
H 0.784592 -6.424528 -1.545267 0.0020 0.0035 -0.0025 0.464
C 1.108067 -2.218649 2.896856 -0.0199 -0.0033 -0.0631 -0.741
C 0.824099 -4.424901 -0.780138 0.0088 0.0272 -0.0103 -0.259
H -3.658651 3.326098 1.353564 0.0010 -0.0007 -0.0125 0.508
H 2.077408 1.433889 1.305523 -0.0045 -0.0004 0.0058 0.376
C 0.109660 3.599863 0.346911 -0.1328 -0.1783 -0.0288 1.451
C -0.789073 -3.215856 1.792372 0.0296 0.0169 0.0340 -0.263
C -1.132278 3.419282 2.414144 -0.0220 -0.0077 0.1742 -0.252
H 2.589097 1.735096 -0.182505 -0.0124 0.0518 0.0206 0.111
C 1.158682 -2.689308 -2.420730 -0.0257 -0.0673 0.0875 -0.550
H -2.152131 -4.278232 3.055708 0.0046 0.0076 -0.0127 0.452
Sc -0.087012 0.882057 -0.369184 0.7114 -0.5372 -0.3027 0.302
C 1.227232 -3.641026 -3.423471 0.0107 0.0371 -0.0482 -0.837
H -2.558337 -0.215397 -3.339441 -0.0329 0.0029 0.0343 0.449
H 1.130439 -5.730709 -3.890851 -0.0051 -0.0036 0.0071 0.424
C -2.294951 -1.460282 -0.978974 0.0278 0.0134 0.0578 -1.293
C 1.550221 3.558235 -1.654408 0.0612 -0.0484 0.1146 -1.479
H -0.889600 -3.805711 5.122501 0.0151 0.0029 0.0031 0.433
N -1.980785 -0.040883 -1.277786 -0.1593 0.1034 -0.0550 1.051
H -0.692882 3.214722 -2.897076 0.0136 0.0138 -0.0024 0.478
P 0.941271 -1.754722 0.150417 -0.0644 0.1292 0.0155 1.243
C -0.881511 2.963296 1.126063 0.1625 -0.0175 -0.2693 -0.892
C -5.397290 1.501223 -0.913424 0.0116 -0.0077 -0.0104 -0.969
C 0.952121 -3.075627 -1.094717 -0.0192 0.0898 0.0290 0.506
C -3.854038 2.576230 0.598338 -0.0184 0.1084 0.1247 -0.727
H 2.036604 -1.662615 2.860012 0.0025 -0.0050 0.0241 0.371
H -1.513809 1.150528 -2.972047 0.0032 -0.0303 0.0206 0.364
C -5.129386 2.447031 0.062702 0.0316 0.0093 0.0245 -0.947
H -1.341299 -3.448484 0.891008 -0.0235 -0.0067 -0.0001 0.622
C 0.395361 -2.478135 1.725999 0.0039 0.0759 -0.0185 0.618
H -5.921285 3.095333 0.412586 0.0176 0.0092 0.0127 0.428
H 1.487875 4.615957 -1.914528 0.0039 0.0061 -0.0451 0.371
H 3.309717 -3.453535 0.437913 0.0380 -0.0019 -0.0001 0.505
H 4.803124 1.250029 0.688498 -0.0132 -0.0100 -0.0063 0.516
C 0.885116 -5.375801 -1.790902 0.0016 -0.0138 -0.0063 -0.748
C 2.703848 -1.397629 0.397205 -0.1556 -0.0848 -0.0424 -0.237
C -1.243538 -3.692305 3.011618 -0.0249 -0.0188 -0.0154 -1.041
H 2.394632 3.446459 -0.976392 0.0003 -0.0079 -0.0219 0.571
H 0.685264 -4.735536 0.247175 -0.0059 -0.0280 -0.0176 0.516
N 2.153590 1.006966 0.378973 -0.0129 0.2521 0.1555 0.186
H -6.391666 1.409931 -1.326938 0.0089 -0.0143 -0.0019 0.442
H -1.491625 -2.100018 -1.339239 0.0106 -0.0176 -0.0040 0.512
H 1.298877 -1.638768 -2.658805 -0.0034 0.0142 -0.0672 0.432
C -0.425671 4.495886 2.925714 0.0240 -0.0241 -0.0690 -0.772
H -0.633834 4.851811 3.925441 -0.0068 -0.0079 -0.0048 0.453
H 1.207970 -2.501108 5.017200 0.0007 0.0087 -0.0110 0.465
N -1.483528 1.816136 0.554473 -0.3508 0.1281 0.3542 0.219
H 5.709772 -2.931290 0.736811 -0.0100 0.0002 -0.0031 0.475
H 1.119002 5.942171 2.562972 -0.0009 -0.0075 -0.0070 0.458
```
Forces are in eV/Å.